1.
DFT (the ωB97M-V functional and the def2-TZVPD basis) results for 8 unconnected molecules or ions with the total composition C50H115N7O9.

XYZ file:
```
181
C50H115N7O9 | OMol25 | the ωB97M-V functional and the def2-TZVPD basis
C -14.30880 -15.41929 2.14360
C -13.92234 -16.45077 3.19919
C -13.64601 -15.91137 4.58922
O -14.72860 -15.08041 4.92396
C -14.52734 -14.39591 6.08081
N -15.07566 -17.41057 3.20738
H -15.31699 -15.05616 2.30999
H -14.20650 -15.86771 1.15532
H -13.58931 -14.59184 2.08728
H -13.05932 -16.99330 2.79939
H -12.69959 -15.35320 4.60916
H -13.62263 -16.73780 5.31202
H -14.48383 -15.05657 6.96118
H -15.28064 -13.64211 6.33087
H -13.60450 -13.78827 6.06173
H -15.92125 -16.85427 3.39796
H -15.11757 -17.92952 4.09877
C -14.28722 -15.54873 -5.72672
C -13.93511 -16.29192 -7.01627
C -13.59423 -17.73177 -6.86422
O -12.51362 -17.98789 -5.99826
C -11.27006 -17.60230 -6.50239
N -15.02930 -16.12422 -8.04082
H -14.43783 -14.48535 -5.90075
H -13.47917 -15.63179 -4.97919
H -15.16484 -15.96094 -5.22521
H -13.11085 -15.67675 -7.40964
H -13.47543 -18.22742 -7.84247
H -14.49709 -18.24106 -6.49244
H -11.22037 -16.52173 -6.69777
H -11.00468 -18.09935 -7.44785
H -10.51766 -17.84552 -5.75652
H -15.83895 -16.61533 -7.64576
H -15.25003 -15.13650 -8.06427
C -15.34442 -14.02688 -1.86343
C -16.29229 -14.91283 -2.63368
C -17.06467 -15.89478 -1.70686
O -18.31143 -15.38231 -1.15519
C -18.30677 -14.88917 0.16519
N -17.23683 -13.96074 -3.28801
H -14.47787 -14.50555 -1.38896
H -15.91496 -13.58663 -1.03737
H -14.87978 -13.19539 -2.39722
H -15.79278 -15.49516 -3.41220
H -16.45811 -16.31465 -0.89156
H -17.48761 -16.69971 -2.32800
H -19.33651 -14.68925 0.45259
H -17.63197 -14.03964 0.27214
H -17.98742 -15.70532 0.84232
H -17.34125 -13.09919 -2.76057
H -18.17756 -14.35229 -3.23748
C -19.90711 -18.87443 -5.35937
C -21.12290 -18.77137 -6.22756
O -20.88313 -18.20119 -7.51445
O -18.93426 -19.78218 -5.99312
H -20.26339 -19.31924 -4.41823
H -19.43678 -17.90670 -5.13568
H -21.84137 -18.13218 -5.69200
H -21.52331 -19.77536 -6.35733
H -20.17335 -17.55584 -7.42919
H -18.09332 -19.53515 -5.58581
C -15.61215 -11.48148 -6.25784
C -16.60602 -11.99497 -7.28452
C -17.46780 -10.73433 -7.48998
C -18.43124 -10.77872 -8.67030
C -17.69994 -11.20515 -9.96092
C -16.68568 -12.36169 -9.84634
N -15.94766 -12.16591 -8.57404
O -14.86841 -13.17982 -8.43424
C -17.45870 -13.66632 -9.91735
C -15.65641 -12.15066 -10.95867
C -17.47328 -13.18338 -6.75697
H -16.21825 -11.04850 -5.44887
H -15.00406 -10.65031 -6.60518
H -15.04269 -12.27271 -5.76298
H -18.01478 -10.47305 -6.57449
H -16.81202 -9.86749 -7.63530
H -18.82044 -9.76422 -8.75322
H -19.22266 -11.49535 -8.41932
H -17.34359 -10.30745 -10.47948
H -18.48829 -11.55571 -10.64694
H -16.95038 -14.48126 -9.39237
H -18.45881 -13.66491 -9.47079
H -17.63829 -14.00273 -10.94395
H -14.82056 -12.86379 -10.88802
H -16.02618 -12.49044 -11.93542
H -15.33502 -11.11797 -11.00594
H -18.39082 -13.04352 -7.32659
H -17.64000 -13.03825 -5.69246
H -16.94389 -14.11257 -6.95036
H -14.18063 -12.81367 -9.00050
C -22.87962 -18.47255 1.79150
C -21.47985 -19.02621 1.83517
C -21.51796 -20.46694 2.27559
C -20.18659 -21.22122 2.03718
C -19.95145 -21.23011 0.55753
C -19.93736 -19.81789 -0.05659
N -20.98948 -18.93417 0.48707
O -20.88091 -17.58411 0.10249
C -18.56862 -19.19872 0.18465
C -20.24415 -19.98181 -1.56605
C -20.71010 -18.18981 2.88222
H -22.91696 -17.42892 1.47670
H -23.35762 -18.44077 2.78076
H -23.51090 -19.08401 1.14621
H -21.77103 -20.58738 3.33110
H -22.29951 -20.93556 1.65898
H -20.16733 -22.12231 2.63464
H -19.43441 -20.51259 2.41203
H -20.61501 -21.87828 -0.02014
H -18.94111 -21.63773 0.43191
H -17.72048 -19.78126 -0.18557
H -18.44764 -18.18906 -0.23598
H -18.32947 -18.98410 1.23832
H -19.73493 -20.88779 -1.89483
H -21.31412 -19.97314 -1.77713
H -19.94917 -19.09531 -2.14107
H -21.19797 -18.18973 3.85610
H -20.63117 -17.13278 2.59197
H -19.68885 -18.55416 3.03564
H -20.32421 -17.18712 0.80022
C -18.36024 -10.08723 0.75111
C -19.60676 -10.23336 -0.11361
C -20.36838 -8.90072 -0.24908
C -19.69595 -8.00797 -1.26065
C -19.84096 -8.70349 -2.60310
C -19.09976 -10.04467 -2.67437
N -19.33431 -10.75279 -1.42952
O -19.05865 -12.16229 -1.47892
C -19.69369 -10.86551 -3.83516
C -17.62533 -9.73744 -2.90367
C -20.56239 -11.15178 0.63327
H -17.82608 -11.03383 0.74944
H -18.74944 -9.85664 1.74739
H -17.72195 -9.24607 0.48262
H -21.40494 -9.10861 -0.50602
H -20.34806 -8.44532 0.75047
H -18.66764 -7.78688 -0.97703
H -20.22429 -7.05092 -1.30920
H -19.40063 -7.98755 -3.31769
H -20.88031 -8.70028 -2.94667
H -19.48366 -10.28952 -4.74069
H -19.29174 -11.87533 -3.87475
H -20.77679 -10.93431 -3.71958
H -17.08834 -10.68966 -3.01230
H -17.43128 -9.16294 -3.81521
H -17.16451 -9.16208 -2.09936
H -20.64837 -10.88654 1.68310
H -20.31462 -12.21465 0.54916
H -21.56132 -11.11771 0.18012
H -19.95834 -12.51548 -1.53719
C -12.54773 -10.93086 -2.81631
C -11.78456 -10.62960 -1.50465
C -11.61363 -9.13115 -1.39451
C -12.83572 -8.33446 -0.94992
C -13.35985 -8.91804 0.35218
C -13.59070 -10.42234 0.32649
N -12.42782 -11.05685 -0.27992
O -12.55701 -12.49394 -0.23454
C -13.80010 -10.95413 1.75327
C -14.86262 -10.73869 -0.48686
C -10.39476 -11.25500 -1.53933
H -12.81333 -11.99492 -2.76889
H -11.91088 -10.70018 -3.66214
H -13.50681 -10.42024 -2.83506
H -10.79585 -8.86711 -0.70683
H -11.21885 -8.74366 -2.34261
H -13.64966 -8.39448 -1.67787
H -12.52079 -7.30669 -0.78136
H -14.32705 -8.47474 0.62500
H -12.67335 -8.64107 1.16319
H -12.84520 -11.08664 2.25377
H -14.66716 -10.44506 2.16499
H -14.20442 -11.96682 1.58512
H -14.95647 -10.12160 -1.38071
H -14.92254 -11.78729 -0.76164
H -15.75499 -10.50575 0.10778
H -10.46046 -12.28539 -1.89853
H -9.90805 -11.27153 -0.56410
H -9.71406 -10.70483 -2.19650
H -12.27088 -12.70866 0.65984
```

Properties
Relative energy (zero: lowest compared OMol25 entry of this formula, charge and spin), eV: 3.598
HOMO, Ha: -0.2986
E_LUMO, eV: 0.4
E_tot, a.u.: -3034.19047
SMILES string: CC1(C)CCCC(C)(C)N1O.CC1(C)CCCC(C)(C)N1O.CC1(C)CCCC(C)(C)N1O.CC1(C)CCCC(C)(C)N1O.COC[C@H](C)N.COC[C@H](C)N.COC[C@H](C)N.OCCO
HOMO-LUMO gap, eV: 8.49

***

2.
DFT (the ωB97M-V functional and the def2-TZVPD basis) results for 14 unconnected molecules or ions with the total composition C50H124N4O14.

XYZ file:
```
192
C50H124N4O14 | OMol25 | the ωB97M-V functional and the def2-TZVPD basis
O -1.51825 1.66284 -3.96428
H -0.67388 2.02186 -4.22734
H -1.24481 1.04817 -3.25369
O -0.48679 -0.75079 -2.32050
H -0.66218 -1.56240 -2.82250
H -0.77945 -0.90561 -1.37720
O -0.98982 -0.75891 0.41698
H -0.01598 -0.65080 0.31383
H -1.11802 -1.31384 1.20277
C -1.64840 5.26473 -1.14076
C -2.17152 6.73713 -1.20677
C -3.50754 6.82745 -1.90511
C -4.64141 6.27767 -1.10973
C -4.71260 7.15400 0.15150
C -3.43276 6.96569 0.95665
N -2.30682 7.38019 0.12422
O -1.07768 7.23436 0.84800
C -3.48097 7.90626 2.11779
C -3.23047 5.54429 1.63997
C -1.17686 7.49819 -2.02782
H -2.51199 4.58503 -1.23241
H -1.09085 4.98416 -0.20549
H -1.09248 5.01015 -2.05105
H -3.68049 7.94499 -1.98221
H -3.54063 6.45728 -2.98025
H -4.46644 5.26408 -0.83382
H -5.62387 6.27349 -1.61074
H -5.52033 6.71976 0.73909
H -5.05139 8.15285 -0.10328
H -2.50560 8.03672 2.55352
H -3.84509 8.97211 1.85695
H -4.13307 7.45825 2.88903
H -2.17973 5.54976 2.01360
H -3.84632 5.41787 2.45998
H -3.45189 4.71172 0.98488
H -1.10518 7.05430 -3.02471
H -0.22952 7.60128 -1.56503
H -1.41957 8.54490 -2.26097
H -0.90416 6.29757 0.90127
C 1.14074 -2.74591 -4.54485
C 0.48606 -3.72262 -3.62082
C 1.18083 -3.64190 -2.26780
C 0.33441 -4.38676 -1.13168
C -1.03944 -3.77200 -1.15469
C -1.77313 -3.82391 -2.49154
N -0.87303 -3.21235 -3.45102
O -1.48269 -3.16683 -4.76714
C -2.13647 -5.26782 -2.92934
C -3.09788 -2.95141 -2.48925
C 0.65767 -5.18948 -4.21199
H 0.97901 -1.71475 -4.26220
H 0.77463 -2.86366 -5.55528
H 2.20665 -2.82403 -4.52519
H 2.18475 -4.01690 -2.20193
H 1.22339 -2.60361 -1.91959
H 0.80944 -4.28321 -0.17940
H 0.30396 -5.48475 -1.34706
H -0.97979 -2.69665 -0.93192
H -1.71091 -4.24425 -0.34783
H -1.26433 -5.91374 -2.85346
H -2.85013 -5.68962 -2.26937
H -2.56987 -5.34422 -3.90330
H -2.78027 -1.90374 -2.46595
H -3.64626 -3.06207 -3.42686
H -3.68182 -3.35701 -1.65090
H 1.71096 -5.28309 -4.47139
H 0.08079 -5.26179 -5.10554
H 0.36545 -5.97710 -3.52727
H -1.58054 -2.20010 -4.92253
C 1.05726 -5.07121 2.45466
C 2.53683 -5.15865 2.83189
C 3.34483 -4.59098 1.66630
C 4.83188 -4.48030 1.96259
C 4.96930 -3.42709 3.10398
C 4.20903 -3.93406 4.40118
N 2.70211 -4.26879 4.02442
O 2.03684 -4.75649 5.16491
C 4.89657 -5.07263 5.23174
C 4.03843 -2.74605 5.30528
C 2.90253 -6.58048 3.07852
H 0.90853 -5.73365 1.64388
H 0.80610 -4.06120 2.10376
H 0.45872 -5.50133 3.25995
H 3.08818 -5.18826 0.75909
H 2.91745 -3.56036 1.53052
H 5.40322 -4.14286 1.05548
H 5.22616 -5.44118 2.18239
H 4.41333 -2.51487 2.81032
H 5.98854 -3.16546 3.30771
H 5.03965 -5.99481 4.75448
H 5.86940 -4.75322 5.64604
H 4.24276 -5.25672 6.16090
H 3.41268 -2.00125 4.89547
H 3.66473 -3.09264 6.23876
H 5.02745 -2.32182 5.47038
H 2.67770 -7.12356 2.16581
H 2.29305 -6.96800 3.84945
H 3.92038 -6.78974 3.36710
H 2.47039 -5.59479 5.20121
C 1.04494 2.37021 0.08573
C 2.10949 1.88234 -0.92080
C 3.26523 2.84551 -0.85490
C 4.70310 2.37160 -1.29293
C 4.95007 1.00865 -0.63956
C 3.88828 -0.03735 -0.98776
N 2.66456 0.56677 -0.46111
O 1.69421 -0.48807 -0.44281
C 3.78790 -0.34970 -2.50603
C 4.17230 -1.31781 -0.11146
C 1.48730 1.86181 -2.38917
H 0.18483 1.62329 0.13392
H 1.38849 2.40594 1.12312
H 0.57125 3.29611 -0.20567
H 3.05898 3.79921 -1.27441
H 3.43741 3.15374 0.17348
H 4.96105 2.40020 -2.35822
H 5.39137 3.11123 -0.74497
H 4.84834 1.13417 0.42641
H 5.93331 0.66479 -1.00927
H 3.66197 0.56067 -3.09800
H 2.94945 -1.03651 -2.69337
H 4.62792 -0.97072 -2.78343
H 5.17713 -1.78957 -0.25108
H 3.55339 -2.17756 -0.30969
H 4.09960 -1.08368 0.94916
H 0.84823 1.03003 -2.54397
H 0.82253 2.76386 -2.45772
H 2.28913 2.01715 -3.07490
H 1.05673 -0.47715 -1.25033
C -3.77617 -4.06446 3.06561
C -3.19705 -2.75457 2.40974
O -1.79154 -2.88316 2.26227
H -3.51106 -4.96896 2.47927
H -4.86431 -4.00274 3.02423
H -3.49347 -4.11094 4.11718
H -3.39636 -1.89997 3.16259
H -3.64938 -2.52351 1.41297
H -1.45028 -3.06025 3.14833
C -4.96767 1.83920 0.81790
C -3.51939 1.47378 0.98555
O -3.12018 0.82758 -0.16661
H -5.31463 2.55297 1.59018
H -5.60067 0.96151 0.74987
H -5.09626 2.28553 -0.17570
H -3.36922 0.84919 1.90439
H -3.04924 2.43705 1.20041
H -2.30456 0.37597 0.09760
C -0.10421 4.34650 3.93125
C 1.20249 4.47938 3.12763
O 0.88508 5.24239 1.92937
H -0.24352 5.21929 4.61896
H -0.15043 3.53955 4.63449
H -0.92026 4.30941 3.23431
H 1.83454 3.63411 2.85036
H 1.95603 5.09917 3.65884
H 1.06522 6.14659 2.28642
C -5.02054 1.09769 -3.34614
C -4.96675 2.59295 -3.21106
O -4.11076 3.26670 -4.13419
H -4.02121 0.58937 -3.13506
H -5.53235 0.65299 -4.23074
H -5.71851 0.71224 -2.52516
H -4.58574 2.82313 -2.23484
H -5.95686 3.06087 -3.21938
H -3.22807 2.84789 -4.12973
C -3.04222 -0.05892 -8.03709
C -2.86326 -1.19558 -6.98430
O -1.97091 -0.79900 -5.99280
H -3.69053 0.72663 -7.66281
H -3.46945 -0.35679 -8.97067
H -2.09370 0.46637 -8.31650
H -2.44166 -2.05694 -7.47370
H -3.80866 -1.47582 -6.58925
H -2.41154 -0.21003 -5.31754
C 5.33236 0.45562 3.48590
C 3.81796 0.40855 3.38461
O 3.27044 1.41260 2.50639
H 5.86191 0.13192 2.54101
H 5.71325 -0.12934 4.28199
H 5.76024 1.44766 3.69959
H 3.37238 0.53996 4.38413
H 3.46051 -0.54011 3.23741
H 2.89668 0.93644 1.77151
C 0.72951 -1.26489 3.76970
C 0.19633 -1.90362 5.01535
O -0.55276 -3.08011 4.78406
H 1.31614 -1.98464 3.12869
H 1.31422 -0.37760 4.18862
H -0.04753 -0.77771 3.14712
H -0.52600 -1.23336 5.49277
H 0.98908 -2.12643 5.75894
H 0.09464 -3.80734 4.68009
```

Properties
Relative energy (zero: lowest compared OMol25 entry of this formula, charge and spin), eV: 2.319
HOMO, Ha: -0.3087
E_LUMO, eV: 0.4
E_tot, a.u.: -3251.56086
HOMO-LUMO gap, eV: 8.78